{"formula": "C32H37BF6N10O4S3Sn", "method": "the ωB97M-V functional and the def2-TZVPD basis", "species": ["Sn", "C", "C", "C", "C", "C", "C", "N", "N", "B", "N", "C", "C", "C", "N", "C", "C", "C", "N", "C", "C", "C", "N", "C", "C", "C", "H", "H", "H", "H", "H", "H", "H", "H", "H", "H", "H", "H", "H", "H", "H", "H", "H", "H", "H", "H", "H", "H", "H", "H", "H", "H", "H", "H", "N", "C", "C", "C", "C", "C", "C", "S", "N", "C", "C", "C", "C", "C", "C", "N", "H", "H", "H", "H", "H", "H", "H", "H", "H", "F", "C", "F", "F", "S", "O", "O", "N", "S", "O", "O", "C", "F", "F", "F"], "positions_angstrom": [[-0.84007, -1.84673, 0.17168], [4.93436, 3.33509, -0.58302], [4.01227, 2.21999, -1.09396], [3.93445, 2.21177, -2.62124], [2.66167, 2.36412, -0.45968], [1.91660, 3.67096, -0.57976], [0.47171, 3.48647, -0.92274], [1.07764, 1.33660, 0.91640], [2.18599, 1.39290, 0.21207], [-1.37188, 1.45288, 1.29280], [-2.53058, 1.00317, 0.41864], [-3.74958, 1.57988, 0.36262], [-4.55602, 0.81428, -0.43764], [-3.75223, -0.26042, -0.85488], [-2.53243, -0.14485, -0.31606], [-4.16191, -1.31111, -1.84880], [-3.43128, -2.64181, -1.72878], [-4.00781, -0.74513, -3.26662], [-1.09348, 0.55425, 2.46161], [-1.19338, 0.85908, 3.76632], [-1.05950, -0.29010, 4.49837], [-0.88097, -1.31637, 3.55912], [-0.91210, -0.79815, 2.32105], [-0.68159, -2.76383, 3.91269], [-0.67716, -3.71415, 2.72683], [0.60272, -2.92477, 4.73491], [5.94532, 3.14538, -0.94060], [4.96926, 3.37263, 0.50648], [4.63896, 4.31805, -0.96054], [4.39484, 1.25576, -0.75932], [3.56891, 3.16253, -3.02138], [3.30594, 1.40061, -2.98362], [4.93804, 2.05800, -3.01637], [2.40128, 4.32911, -1.30603], [-1.25844, 2.25100, -1.07263], [-1.56429, 2.59614, 1.62014], [-3.95165, 2.49167, 0.90241], [-5.58442, 0.99622, -0.70051], [-5.22496, -1.49086, -1.67112], [-2.38618, -2.55291, -2.03921], [-3.88122, -3.37522, -2.39739], [-3.47894, -3.05507, -0.71847], [-2.95424, -0.54240, -3.47978], [-4.56706, 0.18228, -3.39136], [-4.37150, -1.46232, -4.00220], [-1.35806, 1.87798, 4.07718], [-1.08930, -0.39217, 5.56941], [-1.52268, -3.02752, 4.56043], [0.21135, -3.57105, 2.10143], [-1.58971, -3.63017, 2.12578], [-0.63510, -4.75040, 3.05995], [1.47646, -2.68454, 4.12995], [0.69792, -3.95335, 5.08180], [0.60290, -2.27357, 5.60801], [-0.23988, 4.54868, -1.10623], [0.18901, 5.86439, -0.77305], [-0.42726, 6.96276, -1.36069], [-0.12390, 8.22562, -0.89266], [0.76726, 8.38085, 0.16627], [1.38407, 7.28462, 0.74659], [1.10917, 6.00795, 0.27076], [1.85175, 4.58932, 0.99857], [-0.03372, 1.52052, 0.37280], [-0.17706, 2.12739, -0.97025], [0.28934, 1.23293, -2.11252], [0.59060, 1.78575, -3.34178], [0.86978, 0.92659, -4.39851], [0.83223, -0.43354, -4.16813], [0.53019, -0.89058, -2.89054], [0.26206, -0.07676, -1.86751], [-1.22108, 4.43956, -1.34785], [-1.12695, 6.82530, -2.17662], [-0.58290, 9.09201, -1.34736], [0.99328, 9.37187, 0.53595], [2.09124, 7.41751, 1.55463], [0.60172, 2.85977, -3.49176], [1.11279, 1.31950, -5.37666], [1.03664, -1.14422, -4.95629], [0.51752, -1.95071, -2.68040], [4.93228, -2.49273, 1.26981], [3.75003, -1.94581, 1.46368], [3.19633, -2.43218, 2.56576], [3.88280, -0.62358, 1.59037], [2.67024, -2.25736, 0.00590], [1.42809, -1.51950, 0.34706], [3.35462, -1.73236, -1.13387], [2.51796, -3.80123, 0.13133], [1.31162, -4.51550, -0.61587], [0.35758, -5.06337, 0.30342], [0.77957, -3.69256, -1.68627], [2.15033, -5.94270, -1.42640], [2.67578, -6.73424, -0.50905], [1.23266, -6.59848, -2.12316], [3.09702, -5.49751, -2.23949]], "forces_ev_per_a": [[0.1, 0.0, 0.2], [0.0, 0.0, 0.0], [0.0, 0.0, 0.0], [0.0, 0.0, 0.0], [0.0, 0.1, 0.1], [0.0, 0.0, 0.1], [0.1, -0.1, 0.0], [-0.1, 0.1, 0.0], [0.0, -0.2, -0.1], [0.0, 0.1, 0.1], [0.0, 0.0, 0.0], [0.0, 0.1, -0.1], [0.0, 0.0, -0.1], [0.0, 0.0, 0.0], [0.1, 0.1, 0.1], [0.0, 0.0, 0.0], [0.0, 0.0, 0.0], [0.0, 0.0, 0.0], [-0.1, -0.2, -0.1], [0.1, 0.0, 0.1], [0.0, 0.1, 0.0], [0.0, 0.0, -0.1], [0.0, 0.0, -0.2], [0.0, 0.0, 0.0], [0.0, 0.2, 0.0], [0.0, 0.0, 0.0], [0.0, 0.0, 0.0], [0.0, 0.0, 0.0], [0.0, 0.0, 0.0], [0.0, 0.0, 0.0], [0.0, 0.0, 0.0], [0.0, 0.0, 0.0], [0.0, 0.0, 0.0], [0.0, -0.1, -0.1], [0.0, 0.1, 0.0], [0.0, -0.1, 0.1], [0.0, 0.0, 0.0], [0.0, 0.0, 0.0], [0.0, 0.0, 0.0], [0.0, 0.0, 0.0], [0.0, 0.0, 0.0], [0.0, 0.0, 0.0], [0.0, 0.0, 0.0], [0.0, 0.0, 0.0], [0.0, 0.0, 0.0], [0.0, 0.0, 0.0], [0.0, 0.0, 0.0], [0.0, 0.0, 0.0], [-0.1, 0.0, 0.1], [0.0, 0.0, 0.0], [0.0, 0.0, 0.0], [0.0, 0.0, 0.0], [0.0, 0.0, 0.0], [0.0, 0.0, 0.0], [0.0, 0.1, 0.1], [0.0, 0.0, 0.0], [0.0, 0.0, 0.0], [0.0, 0.0, 0.0], [0.0, 0.0, 0.0], [0.0, 0.0, 0.0], [0.0, 0.0, 0.0], [0.0, 0.0, 0.0], [0.0, 0.0, 0.0], [0.0, -0.1, -0.2], [-0.1, 0.0, 0.1], [0.0, 0.0, 0.0], [0.0, 0.0, 0.0], [0.0, 0.0, 0.0], [0.1, 0.0, 0.0], [-0.3, 0.1, -0.1], [0.0, 0.0, 0.0], [0.0, 0.0, 0.0], [0.0, 0.0, 0.0], [0.0, 0.0, 0.0], [0.0, 0.0, 0.0], [0.0, 0.0, 0.0], [0.0, 0.0, 0.0], [0.0, 0.0, 0.0], [0.0, 0.0, 0.0], [0.0, 0.0, 0.0], [0.0, 0.0, 0.0], [0.0, 0.0, 0.0], [0.1, 0.0, 0.0], [0.1, -0.1, 0.0], [0.0, 0.0, 0.3], [0.0, 0.1, 0.0], [-0.1, 0.2, -0.1], [-0.2, -0.2, 0.0], [0.2, 0.0, -0.2], [0.0, -0.1, 0.0], [0.0, 0.0, 0.0], [0.0, 0.0, 0.0], [0.0, 0.0, 0.0], [0.0, 0.0, 0.0]], "mulliken_charge": [0.927, -1.510, -0.071, -1.166, -0.616, 0.527, -1.192, -0.950, -0.117, -0.416, 0.585, -0.368, -1.514, -0.396, 0.833, 0.711, -1.506, -1.327, -0.290, -0.183, -1.512, -0.345, 0.769, 0.879, -1.471, -1.332, 0.494, 0.387, 0.329, 0.332, 0.287, 0.161, 0.552, 1.384, 1.522, -0.100, 0.535, 0.551, 0.482, 0.087, 0.551, 0.304, 0.168, 0.412, 0.444, 0.524, 0.551, 0.482, 0.047, 0.254, 0.634, 0.135, 0.448, 0.451, 0.086, -0.100, -0.828, -0.696, -0.624, -0.772, 1.150, -0.110, 2.096, -1.029, -0.374, -0.467, -0.950, -1.244, -0.559, 1.385, 0.491, 0.478, 0.441, 0.439, 0.463, 0.573, 0.506, 0.575, 0.585, -0.200, 0.519, -0.215, -0.124, 1.052, -0.225, -0.699, -0.481, 0.956, -0.640, -0.702, 0.452, -0.180, -0.185, -0.198], "lumo_energy_ev": -7.5, "max_force_ha_per_bohr": 0.00666, "de_lowest_kcal_mol": 32.2, "homo_ha": -0.5196, "charge": 2}